Below is 13 unconnected molecules or ions with the total composition C6H40NO12, with properties calculated with ωB97M-V/def2-TZVPD.

Last column: natural (NBO) charge in e.
Cartesian coordinates (Å):
C1 -0.0915 1.1365 0.5257  -0.658
C2 0.0712 0.2653 1.7046  -0.034
C3 1.5383 0.0368 2.2079  -0.224
C4 1.6062 -0.1317 3.7780  -0.629
C5 2.3111 -1.0727 1.5728  -0.436
C6 3.8247 -0.5363 1.4712  -0.613
N1 -0.7980 -0.9324 1.4535  -0.734
H1 -1.0883 1.0643 0.0260  0.224
H2 0.5297 0.8749 -0.3406  0.234
H3 -0.0180 2.3329 0.7079  0.249
H4 -0.5790 0.5202 2.7331  0.210
H5 2.0945 0.9303 1.9781  0.226
H6 2.7595 -0.1081 3.9424  0.223
H7 1.4634 -1.1709 4.0080  0.206
H8 1.0493 0.5793 4.4591  0.232
H9 1.9696 -1.2384 0.5569  0.207
H10 2.1242 -2.0207 2.0158  0.212
H11 4.4490 -1.3664 1.5657  0.215
H12 4.1564 0.0280 2.3893  0.216
H13 3.9879 0.1593 0.5021  0.216
H14 -1.7781 -0.5793 1.1027  0.493
H15 -1.0418 -1.5411 2.2932  0.475
H16 -0.4544 -1.3833 0.6708  0.415
H17 -4.6370 2.0351 0.0687  0.489
H18 -3.8638 2.2552 -1.3346  0.498
O1 -4.0444 1.6780 -0.6268  -0.974
H19 -1.0782 0.1324 -3.5021  0.496
H20 -0.4089 -0.8451 -4.5169  0.487
O2 -1.1483 -0.5081 -4.1471  -0.964
H21 1.2962 -2.4694 -2.4265  0.467
H22 2.1121 -1.3494 -1.9576  0.488
O3 1.1929 -1.6257 -2.0411  -0.965
H23 -2.9560 2.9680 3.0708  0.475
H24 -3.7461 2.2503 2.1322  0.448
O4 -3.0141 2.1496 2.6218  -0.921
H25 1.5700 2.7757 -1.6659  0.477
H26 2.9777 2.9347 -1.9792  0.468
O5 2.3281 3.1826 -1.3419  -0.945
H27 0.4493 3.9886 -0.5550  0.509
H28 -1.0343 3.9754 -1.3841  0.491
O6 -0.1295 3.8516 -1.3424  -0.992
H29 -2.5145 -3.4084 1.4230  0.517
H30 -3.3102 -2.3776 2.5006  0.507
O7 -2.5242 -2.6786 2.0952  -1.000
H31 -2.7806 1.6668 -3.0418  0.465
H32 -2.2139 0.8328 -2.0652  0.478
O8 -1.9710 1.5943 -2.6178  -0.927
H33 3.1716 -3.9407 -1.4367  0.458
H34 3.1383 -3.1827 -0.2560  0.460
O9 2.7778 -4.0649 -0.5755  -0.916
H35 3.7139 -0.3982 -3.2426  0.495
H36 4.5699 -0.1779 -1.9525  0.490
O10 3.7623 -0.5438 -2.2252  -0.971
H37 -3.2636 -2.4127 -2.5634  0.495
H38 -2.6597 -1.1891 -3.3339  0.532
O11 -3.0984 -1.4239 -2.3820  -1.020
H39 -3.7332 0.1420 0.2118  0.485
H40 -3.6304 -0.9157 -0.9569  0.519
O12 -3.3858 -0.7482 0.0227  -1.023

Atomic forces in eV per Å
C -1.06 3.73 -1.55
C -1.90 0.02 4.58
C -2.02 0.19 1.60
C 2.52 0.43 -0.71
C 1.56 1.70 -1.51
C -1.30 1.47 -0.34
N -2.06 1.44 1.55
H 0.28 -0.01 0.88
H 0.61 0.03 0.53
H 0.23 -3.15 -0.12
H 1.92 0.95 -2.72
H -0.31 0.68 -0.22
H -1.94 0.55 0.34
H -0.92 -0.50 0.40
H 0.71 -0.79 -1.06
H -0.06 0.19 -0.53
H 0.49 -0.83 0.96
H 1.45 -1.38 -0.84
H -0.81 -0.09 -0.97
H -0.36 -1.86 2.32
H 1.62 -0.87 0.50
H 0.71 0.45 -1.67
H 0.85 -2.19 -1.91
H 0.43 0.32 -1.40
H 0.01 1.60 -0.81
O -0.91 -1.02 2.23
H 1.20 2.33 1.83
H 3.84 -1.24 -1.25
O -5.05 -1.12 -0.91
H -0.27 -1.72 -0.58
H 0.20 0.50 0.22
O -0.16 1.33 0.52
H 0.42 1.29 0.99
H -4.17 0.30 -2.86
O 3.84 -1.63 1.94
H -2.50 -0.91 -0.89
H 1.02 -0.02 -0.51
O 1.84 0.81 1.38
H -1.76 0.42 -0.76
H -2.47 0.62 1.06
O 3.96 -0.82 -0.36
H -1.14 1.21 1.33
H -1.77 -0.41 -0.12
O 2.55 -1.34 -0.85
H -2.34 0.72 -2.15
H 0.53 0.05 0.55
O 1.63 -0.84 1.78
H 0.05 -0.91 -0.98
H -0.93 -1.48 0.42
O 0.96 2.38 0.56
H 0.27 -0.32 2.71
H 1.82 0.78 0.57
O -1.95 -0.46 -3.35
H 0.17 2.14 0.75
H -0.89 -0.36 2.91
O 0.89 -2.11 -4.44
H 0.22 -0.71 -0.44
H 0.79 0.38 1.90
O -0.51 0.09 -0.50

For the total energy, the calculation gives -1209.8671 Eh. The highest occupied orbital energy is -0.4950 hartree. Its energy above the lowest of the compared OMol25 structures with the same formula, charge and spin is 548.8 kJ/mol. As for the net charge: +1. As for the lowest unoccupied orbital energy: -2.5 eV. As for the HOMO-LUMO gap: 11.00 eV.


Below is a molecular structure, C9H12CoN3O8P2Se, with properties calculated with ωB97M-V/def2-TZVPD.

Last column: natural (NBO) charge in e.
Cartesian coordinates (Å):
Co1 0.1574 0.0331 -1.0717  1.110
O1 -0.5791 -3.7073 -0.6230  -1.039
P1 -1.1718 -2.4754 0.1977  2.562
O2 -2.3950 -2.8364 0.9363  -1.149
O3 -1.2652 -1.2419 -0.6946  -1.184
O4 0.0415 -2.1624 1.2563  -1.117
P2 1.5715 -1.8806 0.7979  2.549
O5 2.3405 -1.9533 2.2149  -0.998
O6 2.0007 -3.0113 -0.0810  -1.190
O7 1.6824 -0.4611 0.3315  -1.197
H1 0.4069 -3.6380 -0.6462  0.531
H2 2.4525 -2.8786 2.4569  0.491
N1 3.0648 1.7496 -3.3254  -0.804
C1 1.9631 1.1222 -2.8616  0.724
O8 1.4163 1.5213 -1.8267  -0.686
C2 1.3901 -0.0308 -3.6268  -0.520
C3 0.7882 -1.0143 -2.6242  -0.746
H3 3.5044 2.4364 -2.7366  0.400
H4 3.5920 1.3393 -4.0732  0.396
H5 2.1387 -0.4417 -4.3175  0.185
H6 0.6023 0.4129 -4.2487  0.225
H7 1.5595 -1.6906 -2.2473  0.214
H8 -0.0045 -1.6110 -3.0756  0.197
Se1 0.5825 2.9083 0.5360  1.007
N2 -0.4973 1.5054 0.3227  -0.694
C4 -1.3417 1.4969 1.3395  0.194
C5 -2.3819 0.5296 1.5438  -0.213
C6 -3.1639 0.6539 2.6386  -0.197
C7 -2.9955 1.7252 3.5842  -0.198
C8 -2.0458 2.6721 3.4217  -0.226
C9 -1.1820 2.5867 2.2801  0.085
N3 -0.2229 3.4495 2.0097  -0.637
H9 -2.5125 -0.2751 0.8355  0.284
H10 -3.9364 -0.0842 2.8118  0.221
H11 -3.6524 1.7653 4.4447  0.205
H12 -1.9075 3.4862 4.1201  0.216

Atomic forces in eV per Å
Co -0.12 0.11 -0.57
O 0.07 -0.01 -0.03
P -0.04 -0.02 0.12
O 0.02 0.01 -0.05
O 0.12 0.15 0.04
O -0.03 0.00 0.00
P 0.01 0.02 -0.01
O -0.02 0.00 0.02
O -0.01 -0.01 0.01
O 0.12 0.05 0.07
H -0.03 0.00 0.00
H 0.02 -0.01 -0.02
N -0.03 0.00 0.00
C 0.06 0.00 -0.02
O -0.19 -0.17 0.12
C 0.01 0.04 -0.01
C -0.02 0.03 0.28
H 0.00 0.00 0.00
H 0.01 0.00 0.00
H 0.01 0.00 0.01
H 0.00 -0.01 0.00
H -0.01 -0.01 -0.04
H 0.00 0.02 -0.03
Se 0.02 -0.08 -0.07
N 0.13 -0.21 0.17
C -0.16 0.03 -0.06
C 0.03 0.03 -0.02
C -0.02 0.04 0.06
C -0.04 -0.07 -0.02
C 0.05 0.02 -0.05
C -0.03 0.01 0.01
N 0.02 0.03 0.08
H 0.04 0.00 0.00
H 0.00 0.00 0.02
H 0.00 0.00 0.00
H 0.00 0.00 0.00

For the total energy, the calculation gives -5583.6562 Eh. The highest occupied orbital energy (alpha / beta) is -0.1858 / -0.1788 hartree. Its energy above the lowest of the compared OMol25 structures with the same formula, charge and spin is 0.0 kJ/mol. The expectation value of S² is 0.80. As for the net charge: -1. As for the spin multiplicity: 2. As for the lowest unoccupied orbital energy (alpha / beta): 1.8 / 1.8 eV. As for the HOMO-LUMO gap (alpha / beta): 6.90 / 6.72 eV.


Below is a molecular structure, CH2N2S4, with properties calculated with ωB97M-V/def2-TZVPD.

Last column: natural (NBO) charge in e.
Cartesian coordinates (Å):
C1 0.1118 -0.5762 0.9346  -0.549
N1 0.1376 1.3038 0.4844  -0.037
N2 -0.8923 1.5733 -0.0236  -0.299
S1 -1.5671 -1.0725 0.6954  0.062
S2 -2.1944 0.7261 -0.3143  0.422
S3 1.0244 -0.6332 -1.9266  -0.122
S4 1.4084 -1.3165 -0.0398  0.153
H1 0.4184 -0.5904 1.9712  0.238
H2 1.5534 0.5855 -1.7813  0.133

Atomic forces in eV per Å
C -0.39 1.40 -0.87
N 0.64 -1.95 0.91
N 0.57 1.24 -0.11
S 0.35 0.03 0.16
S -1.16 -0.86 -0.29
S -0.21 -0.20 -0.10
S 0.12 0.10 0.11
H -0.04 0.08 0.21
H 0.12 0.15 -0.02

For the total energy, the calculation gives -1741.4909 Eh. The highest occupied orbital energy is -0.3252 hartree. Its energy above the lowest of the compared OMol25 structures with the same formula, charge and spin is 57.7 kJ/mol. As for the net charge: 0. As for the lowest unoccupied orbital energy: 0.0 eV. As for the HOMO-LUMO gap: 8.90 eV.


Below is C2H6NP in the gas phase, with properties calculated with ωB97M-V/def2-TZVPD.

Last column: natural (NBO) charge in e.
Cartesian coordinates (Å):
C1 1.0807 0.3141 0.4798  -0.419
N1 0.1157 -0.3608 -0.4592  -0.661
C2 -1.2383 -0.1319 -0.0188  -0.457
P1 -0.6403 0.7365 -1.5667  0.592
H1 1.6329 0.8339 -0.2065  0.197
H2 0.5903 0.9184 1.2012  0.180
H3 1.8798 -0.3081 0.9926  0.207
H4 -2.0586 -0.8604 -0.0780  0.221
H5 -1.2922 0.5354 0.9003  0.190
H6 -1.1772 -0.4942 -2.5593  -0.049

Atomic forces in eV per Å
C 0.44 -2.52 -0.32
N 0.43 -0.87 1.97
C -0.53 1.43 0.58
P -1.67 -2.28 -1.28
H 1.75 2.17 -1.14
H -0.36 0.74 0.58
H -1.52 -0.09 -0.51
H 0.79 -0.03 -0.10
H -0.27 -0.81 -1.26
H 0.95 2.26 1.49

For the total energy, the calculation gives -475.8139 Eh. As for the structure (SMILES): CN1CP1. The highest occupied orbital energy is -0.3279 hartree. Its energy above the lowest of the compared OMol25 structures with the same formula, charge and spin is 113.4 kJ/mol. As for the net charge: 0. As for the lowest unoccupied orbital energy: 1.0 eV. As for the HOMO-LUMO gap: 9.90 eV.


Below is 3 unconnected molecules or ions with the total composition C2H10N2O3, with properties calculated with ωB97M-V/def2-TZVPD.

Last column: natural (NBO) charge in e.
Cartesian coordinates (Å):
C1 -0.8294 2.0269 1.3567  -0.498
N1 0.4661 1.5766 0.8935  -0.747
C2 0.4831 0.7420 -0.2122  0.530
N2 1.6809 0.9306 -0.9849  -1.043
O1 -0.5310 0.3051 -0.7470  -0.747
H1 -1.5248 1.1945 1.4189  0.206
H2 -0.6990 2.3941 2.3771  0.186
H3 -1.2594 2.7524 0.6722  0.180
H4 1.3171 2.0752 1.1321  0.293
H5 2.2665 1.6302 -0.5453  0.303
H6 1.4522 0.5985 -1.9086  0.393
H7 1.6854 -4.5736 -0.8498  0.456
H8 2.1927 -3.1991 -0.4777  0.472
O2 2.4842 -4.1139 -0.5317  -0.967
H9 -2.7711 -0.2060 -0.1689  0.495
H10 -4.1380 -0.5951 -0.4678  0.446
O3 -3.5202 -0.6380 0.2777  -0.959

Atomic forces in eV per Å
C 0.47 -0.33 0.49
N -0.67 -1.67 -0.15
C 1.40 3.38 -1.69
N -2.53 -2.09 2.51
O -0.28 -0.97 0.55
H 0.05 -0.15 -0.05
H -0.18 0.38 -0.15
H -0.12 0.35 0.13
H -0.13 0.13 0.03
H 0.72 0.27 -1.17
H 1.01 0.63 -0.49
H 0.52 0.23 0.21
H 0.06 0.31 0.08
O -0.58 -0.50 -0.28
H 0.62 -0.14 0.57
H -0.27 -0.26 0.44
O -0.10 0.42 -1.02

For the total energy, the calculation gives -417.4014 Eh. The highest occupied orbital energy (alpha / beta) is 0.0307 / -0.2018 hartree. Its energy above the lowest of the compared OMol25 structures with the same formula, charge and spin is 22.2 kJ/mol. The expectation value of S² is 0.75. As for the net charge: -1. As for the spin multiplicity: 2. As for the lowest unoccupied orbital energy (alpha / beta): 3.7 / 3.5 eV. As for the HOMO-LUMO gap (alpha / beta): 2.86 / 9.04 eV.